Here is a structure of composition C4H9NO2 from the Open Molecules 2025 dataset. Energies are from the ωB97M-V functional and the def2-TZVPD basis.

Structure (XYZ):
```
16
Properties=species:S:1:pos:R:3
C -0.336 0.026 0.117
C 0.149 -0.129 1.418
C 1.339 -0.352 -0.864
C -1.468 -0.843 -0.364
N -0.442 1.439 -0.071
O 1.156 0.514 1.996
O 1.447 0.714 -1.557
H 1.512 1.181 1.384
H 0.356 1.659 -0.745
H -1.349 1.707 -0.431
H -0.268 -0.876 2.084
H 2.148 -0.574 -0.136
H 1.014 -1.287 -1.347
H -1.528 -0.780 -1.452
H -1.309 -1.885 -0.087
H -2.422 -0.515 0.056
```

Values from the calculation:
HOMO level (spin up / spin down) = -8.61 / -8.61 eV
LUMO energy (spin up / spin down) = -0.1 / -0.1 eV
Kohn-Sham gap (spin up / spin down) = 8.49 / 8.49 eV

***

Here is the ion C3H11N2 with charge +1 from the Open Molecules 2025 dataset. Energies are from the ωB97M-V functional and the def2-TZVPD basis.

Structure (XYZ):
```
16
Properties=species:S:1:pos:R:3
C 0.189 0.460 1.436
N -0.999 1.338 0.990
C 0.102 -0.739 0.485
N -0.368 -0.380 -0.865
C 0.687 -0.568 -1.846
H -0.080 0.125 2.461
H 1.201 0.989 1.307
H -1.872 1.257 1.473
H -0.644 2.291 1.166
H -0.625 -1.548 0.787
H 1.112 -1.220 0.542
H -0.905 -1.106 -1.373
H -1.047 1.045 -0.048
H 1.103 0.351 -2.144
H 0.507 -1.134 -2.809
H 1.639 -1.162 -1.563
```

Values from the calculation:
SMILES = CNCC[NH3+]
HOMO level = -14.46 eV
LUMO energy = -3.4 eV
Kohn-Sham gap = 11.10 eV
charge = +1

***

Here is a cluster of 5 separate species, C15H32Br2N4O3 in total from the Open Molecules 2025 dataset. Energies are from the ωB97M-V functional and the def2-TZVPD basis.

Structure (XYZ):
```
56
Properties=species:S:1:pos:R:3
C 2.920 2.710 3.247
O 2.603 2.149 2.218
N 2.194 3.657 3.861
C 0.913 4.103 3.345
C 2.632 4.252 5.132
H 3.757 2.367 3.873
H 1.018 5.180 3.155
H 0.127 3.906 4.072
H 0.604 3.749 2.365
H 2.995 5.251 4.895
H 1.784 4.335 5.808
H 3.382 3.586 5.547
C 1.800 -1.185 1.656
O 0.895 -1.943 2.026
N 2.290 -1.134 0.420
C 3.315 -0.176 0.052
C 1.912 -2.052 -0.649
H 2.234 -0.445 2.346
H 3.091 0.287 -0.911
H 4.293 -0.664 -0.020
H 3.387 0.637 0.772
H 1.544 -1.397 -1.444
H 2.828 -2.503 -1.036
H 1.137 -2.757 -0.391
C -3.316 -1.154 -4.391
O -4.484 -1.294 -4.068
N -2.856 -0.199 -5.240
C -1.434 0.102 -5.246
C -3.757 0.644 -5.975
H -2.536 -1.810 -3.969
H -1.072 0.262 -6.267
H -0.872 -0.605 -4.652
H -1.272 1.114 -4.853
H -3.368 0.788 -6.987
H -4.757 0.244 -6.115
H -3.874 1.630 -5.520
C -0.302 1.442 1.363
C -1.319 0.301 1.394
C -2.015 -0.111 0.112
C -1.148 -0.333 -1.068
N -0.523 -0.474 -2.023
H 0.023 1.641 2.378
H -0.824 2.356 1.042
H 0.460 1.273 0.607
H -2.107 0.424 2.141
H -0.768 -0.565 1.783
H -2.708 0.685 -0.189
H -2.680 -0.973 0.148
Br 0.924 -5.588 -0.655
C -0.763 -4.818 -0.053
C -0.765 -4.493 1.452
Br -2.268 -3.354 1.814
H -1.493 -5.600 -0.270
H -1.161 -4.019 -0.681
H 0.138 -3.953 1.729
H -0.760 -5.475 1.920
```

Values from the calculation:
SMILES = CN(C)C=O.CN(C)C=O.CN(C)C=O.BrCCBr.CCCC#N
HOMO level = -8.94 eV
LUMO energy = 0.5 eV
Kohn-Sham gap = 9.45 eV

***

Here is the molecule C2H7N3O from the Open Molecules 2025 dataset. Energies are from the ωB97M-V functional and the def2-TZVPD basis.

Structure (XYZ):
```
13
Properties=species:S:1:pos:R:3
C 1.626 0.058 -0.782
C -0.161 -0.261 0.724
H 1.720 0.342 -1.886
H 2.165 -0.909 -0.536
H 2.066 0.882 -0.087
H -1.171 0.093 -1.963
H -1.547 0.861 -0.093
H -1.823 0.561 1.602
H 0.177 -0.572 2.519
N 0.186 -0.183 -0.609
N -1.547 0.139 0.749
N 0.588 -0.731 1.618
O -0.622 0.673 -1.440
```

Values from the calculation:
SMILES = [H]/N=C(\N)N(C)O
HOMO level = -9.18 eV
LUMO energy = 0.7 eV
Kohn-Sham gap = 9.91 eV

***

Here is a cluster of 2 separate species, C5H12FN2 in total from the Open Molecules 2025 dataset. Energies are from the ωB97M-V functional and the def2-TZVPD basis.

Structure (XYZ):
```
20
Properties=species:S:1:pos:R:3
C 0.154 -1.995 -0.325
C 1.689 -0.085 -1.106
C -0.831 0.865 1.231
C 1.098 -1.072 -0.125
C -1.658 1.377 0.168
N -0.275 -3.161 0.248
N -1.254 2.281 -0.722
F -0.680 -1.785 -1.421
H 2.322 -0.715 -1.630
H 0.819 0.166 -1.663
H 2.075 0.757 -0.479
H -0.237 0.046 0.759
H 0.094 1.623 1.299
H -1.207 0.544 2.224
H 1.642 -1.438 0.774
H -2.633 1.046 0.020
H -1.282 -3.100 0.322
H -1.756 2.394 -1.593
H 0.148 -3.345 1.108
H -0.325 2.651 -0.793
```

Values from the calculation:
HOMO level = -12.21 eV
LUMO energy = -4.9 eV
Kohn-Sham gap = 7.30 eV
charge = +1

***

Here is a structure of composition C3H3Br2ClO from the Open Molecules 2025 dataset. Energies are from the ωB97M-V functional and the def2-TZVPD basis.

Structure (XYZ):
```
10
Properties=species:S:1:pos:R:3
C 0.165 -0.050 1.648
C -0.167 -0.781 0.438
C 0.040 0.514 -1.411
O 1.079 -0.356 2.374
Cl 1.645 0.160 -1.956
Br -0.191 2.310 -0.820
Br -1.339 -0.047 -2.578
H -0.508 0.792 1.889
H 0.496 -1.585 0.154
H -1.219 -0.957 0.264
```

Values from the calculation:
HOMO level = -9.42 eV
LUMO energy = -1.2 eV
Kohn-Sham gap = 8.26 eV

***

Here is the molecule C4H5NO3 from the Open Molecules 2025 dataset. Energies are from the ωB97M-V functional and the def2-TZVPD basis.

Structure (XYZ):
```
13
Properties=species:S:1:pos:R:3
C -1.628 -1.881 1.564
C -0.129 -0.675 0.157
C 1.570 1.323 -0.527
C 0.266 1.551 -1.203
H -2.500 -1.376 2.104
H 1.847 2.014 0.244
H 2.151 0.351 -1.068
H 0.289 0.858 -2.114
H -0.091 2.570 -1.378
N 0.328 0.792 0.131
O -1.034 -3.115 1.761
O -1.489 -0.794 0.676
O 0.419 -1.618 -0.347
```

Values from the calculation:
SMILES = O=COC(=O)N1CC1
HOMO level = -10.24 eV
LUMO energy = 0.2 eV
Kohn-Sham gap = 10.47 eV

***

Here is a cluster of 2 separate species, C6H12N2OS2 in total from the Open Molecules 2025 dataset. Energies are from the ωB97M-V functional and the def2-TZVPD basis.

Structure (XYZ):
```
23
Properties=species:S:1:pos:R:3
C 1.617 3.169 0.499
C 0.533 2.443 0.307
C -0.425 0.160 0.373
C -0.408 -1.224 0.052
C 0.636 0.966 0.202
C -1.284 -2.126 0.553
N 1.805 0.312 -0.463
N -1.090 -3.566 0.653
O -5.467 0.969 0.533
S -6.347 1.401 -0.798
S -4.875 -0.509 0.858
H 1.598 4.308 0.445
H 2.538 2.638 0.526
H -0.407 2.809 0.117
H -1.358 0.550 0.895
H 0.427 -1.654 -0.433
H 2.273 1.232 -0.739
H 1.609 -0.286 -1.249
H 2.536 -0.114 0.108
H -0.428 -3.717 1.360
H -2.077 -3.912 0.808
H -0.755 -3.934 -0.156
H -6.874 2.416 -0.097
```

Values from the calculation:
multiplicity = 3
HOMO level (spin up / spin down) = -13.67 / -13.76 eV
LUMO energy (spin up / spin down) = -8.2 / -9.5 eV
Kohn-Sham gap (spin up / spin down) = 5.42 / 4.26 eV
charge = +2
⟨S²⟩ = 2.0446

***

What are the electronic energy values for these records? In order: -362.93202 -230.11017 -6183.49100 -319.82611 -406.76774 -5799.46639 -435.72980 -1216.02929 a.u..
What are the largest force on an atom values for these records? In order: 2.6 4.5 2.1 4.1 3.7 3.5 10.2 4.9 eV/A.